Record 1
14
Properties=species:S:1:pos:R:3 method="wB97M-V/def2-TZVPD" e_above_lowest_ev=2.999 molar_mass_da=105.10 lumo_ev=-0.5 homo_lumo_gap_ev=8.909 e_homo_ev=-9.41 max_force_ev_per_a=4.4
O -2.552 0.169 0.933
C -2.164 -0.243 2.087
O -1.015 -0.697 2.451
H -2.903 -0.228 2.908
N -0.232 -0.390 0.070
C 0.740 -0.040 -0.760
N 0.566 0.375 -2.104
N 2.055 0.062 -0.404
H -0.234 -0.715 1.080
H -1.212 0.065 0.158
H 1.151 -0.121 -2.766
H 0.719 1.390 -2.197
H 2.596 -0.608 -0.986
H 2.484 0.981 -0.468

---

Record 2
14
Properties=species:S:1:pos:R:3 method="wB97M-V/def2-TZVPD" e_above_lowest_ev=6.387 molar_mass_da=105.10 lumo_ev=0.8 homo_lumo_gap_ev=10.607 e_homo_ev=-9.76 max_force_ev_per_a=5.1
C 0.827 -1.111 1.715
C -0.107 2.233 -0.856
N 0.195 -0.753 0.529
N -0.518 -1.544 -0.046
N -0.625 1.605 -1.817
O -0.492 -2.731 0.089
O -1.164 -1.064 -1.153
H 0.154 -1.419 2.395
H 1.604 -1.926 1.688
H 0.245 1.550 0.027
H 1.395 -0.142 2.055
H 0.098 3.248 -0.810
H -0.777 2.206 -2.592
H -0.836 -0.151 -1.226

---

Record 3
14
Properties=species:S:1:pos:R:3 method="wB97M-V/def2-TZVPD" e_above_lowest_ev=0.585 molar_mass_da=105.10 lumo_ev="0.8 / -2.8" multiplicity=3 homo_lumo_gap_ev="5.727 / 6.535" e_homo_ev="-4.97 / -9.34" max_force_ev_per_a=5.1
C -1.553 0.176 -0.045
C -0.079 -0.436 0.351
N 0.525 -0.029 1.409
N 0.100 -1.629 -0.209
N 0.763 1.236 -0.898
O -1.984 -0.573 -0.952
O -1.861 1.216 0.511
H 0.234 0.953 1.605
H 1.127 -0.510 2.007
H -0.414 -1.748 -1.097
H 0.748 -2.378 0.052
H 1.725 1.097 -0.556
H 0.600 0.964 -1.817
H 0.068 1.661 -0.361

---

Record 4
13
Properties=species:S:1:pos:R:3 method="wB97M-V/def2-TZVPD" e_above_lowest_ev=4.542 smiles=NN1CC[PH]#[N+]1 molar_mass_da=104.07 lumo_ev=-5.2 homo_lumo_gap_ev=8.644 e_homo_ev=-13.88 max_force_ev_per_a=5.0 charge=+1
C 0.524 -0.704 -0.559
C -0.824 -1.158 0.152
N -0.728 1.229 0.101
N 0.394 0.743 -0.210
N 1.543 1.316 0.054
P -2.081 0.244 -0.088
H 1.272 -1.266 -0.108
H 0.465 -1.015 -1.632
H -1.241 -2.081 -0.350
H -0.650 -1.262 1.316
H 2.465 1.158 -0.433
H 1.508 2.257 0.472
H -2.647 0.540 1.287

---

Record 5
13
Properties=species:S:1:pos:R:3 method="wB97M-V/def2-TZVPD" e_above_lowest_ev=2.454 molar_mass_da=105.17 lumo_ev=0.7 homo_lumo_gap_ev=9.355 e_homo_ev=-8.65 max_force_ev_per_a=3.2
C 1.349 1.013 -0.378
C -0.747 0.461 0.594
H 2.258 0.508 -0.786
H 0.874 1.816 -0.982
H 1.680 1.386 0.667
H 1.685 -1.503 1.360
H -0.537 1.251 1.399
H -1.135 -0.883 -1.113
H -2.914 -1.253 -0.776
N 0.382 -0.052 -0.129
N -1.963 0.012 0.389
N -1.910 -1.111 -0.397
S 0.978 -1.646 0.153

---

Record 6
13
Properties=species:S:1:pos:R:3 method="wB97M-V/def2-TZVPD" e_above_lowest_ev=5.178 molar_mass_da=105.17 lumo_ev="-2.5 / -2.5" homo_lumo_gap_ev="6.449 / 6.464" e_homo_ev="-8.94 / -8.93" max_force_ev_per_a=3.6
C -0.095 0.024 -1.439
C -0.439 -0.596 0.899
N 0.227 0.777 2.741
N -0.035 -1.060 -0.410
N 0.407 0.402 1.590
S 3.084 -0.689 0.811
H -0.998 0.630 -1.139
H 0.780 0.674 -1.376
H -0.114 -0.237 -2.527
H -1.457 -0.168 0.758
H -0.711 -1.348 1.518
H 1.043 1.491 2.899
H 0.859 -1.548 -0.424

---

Record 7
14
Properties=species:S:1:pos:R:3 method="wB97M-V/def2-TZVPD" e_above_lowest_ev=0.745 smiles="CN(S)C(=S)NN" molar_mass_da=137.23 lumo_ev=0.6 homo_lumo_gap_ev=8.770 e_homo_ev=-8.20 max_force_ev_per_a=2.2
C 1.341 1.235 0.046
C -0.265 -0.707 -0.149
H 0.587 1.761 0.610
H 1.448 1.678 -0.926
H 2.263 1.269 0.613
H 2.255 -1.862 0.947
H -1.002 1.269 -0.465
H -2.798 -0.711 -0.787
H -2.792 -0.426 0.801
N 0.998 -0.195 -0.070
N -1.208 0.255 -0.245
N -2.577 0.009 -0.098
S 2.410 -1.216 -0.231
S -0.661 -2.360 -0.046

---

Record 8
14
Properties=species:S:1:pos:R:3 method="wB97M-V/def2-TZVPD" e_above_lowest_ev=5.320 molar_mass_da=103.10 lumo_ev="-3.9 / -3.9" homo_lumo_gap_ev="9.932 / 9.932" e_homo_ev="-13.81 / -13.81" max_force_ev_per_a=4.3 charge=+1
C -1.854 -0.590 -0.022
C 0.497 0.255 0.002
N -0.183 -2.123 0.160
N -0.979 0.359 -0.027
N -1.370 1.693 0.036
N 0.820 -1.184 -0.372
O -2.929 -1.025 -0.110
H 0.926 0.951 -0.759
H 0.841 0.646 0.979
H -0.148 -1.986 1.124
H -1.985 1.860 0.850
H -1.339 2.293 -0.799
H 0.846 -1.260 -1.359
H 1.752 -1.560 0.057